Formula: C5H6O2
Source: the OMol25 dataset
Level of theory: ωB97M-V with the def2-TZVPD basis set

LUMO energy in eV: 0.6
Spin multiplicity: 1
ΔE to the lowest compared entry with this formula, charge and spin in kJ/mol: 259.4
SMILES string: C#C[C@H](C=O)CO
Molar mass in g mol⁻¹: 98.10

Bonds (Å) are listed after each position.
Element x y z (Å)
1 O 2.02196 -0.51569 0.16127  C2 1.401, H8 0.968
2 C 1.17718 0.58034 0.37684  O1 1.401, C3 1.573, H9 1.099, H10 1.093
3 C -0.20791 0.48542 -0.36210  C2 1.573, C4 1.529, C6 1.466, H11 1.097
4 C -0.16622 -0.57654 -1.46189  C3 1.529, O5 1.206, H12 1.107
5 O -0.05117 -1.75199 -1.21550  C4 1.206
6 C -1.27824 0.15225 0.58279  C3 1.466, C7 1.203
7 C -2.13009 -0.11663 1.38859  C6 1.203, H13 1.068
8 H 1.51141 -1.32725 0.29714  O1 0.968
9 H 0.96840 0.73316 1.44455  C2 1.099
10 H 1.71947 1.45600 0.01125  C2 1.093
11 H -0.42944 1.45757 -0.81913  C3 1.097
12 H -0.24894 -0.21971 -2.50665  C4 1.107
13 H -2.88643 -0.35694 2.10283  C7 1.068

Löwdin atomic charge list, values in e, 6 entries:
1. O -0.054
2. C -0.213
3. C -0.254
4. C -0.203
5. O 0.071
6. C -0.115